# 1
54
Properties=species:S:1:pos:R:3:mulliken_charge:R:1 method="wB97M-V/def2-TZVPD" e_tot_ev=-68691.9743 fmax_ev_per_a=5.57 molar_mass_g_mol=460.22
Na 13.721 12.930 -8.514 0.805
O 13.666 10.716 -9.162 -0.973
H 13.133 10.352 -9.896 0.116
C 16.550 16.475 -8.637 -0.712
O 15.706 16.956 -9.741 -0.316
P 14.936 15.889 -10.731 0.771
O 14.231 14.748 -10.020 -0.372
O 13.976 16.845 -11.705 -0.298
C 12.699 17.264 -11.249 -0.700
O 16.081 15.333 -11.777 -0.279
C 16.965 16.211 -12.476 -0.705
H 17.549 16.903 -8.556 0.287
H 16.597 15.387 -8.599 0.302
H 16.088 16.747 -7.687 0.284
H 12.225 16.672 -10.467 0.268
H 11.999 17.117 -12.072 0.292
H 12.675 18.277 -10.848 0.288
H 16.971 17.234 -12.100 0.318
H 16.595 16.295 -13.498 0.283
H 17.990 15.849 -12.405 0.267
C 11.300 13.142 -11.510 -0.283
O 10.941 11.804 -11.773 -0.204
P 10.697 11.230 -13.232 0.997
O 11.886 11.633 -14.089 -0.665
O 9.194 11.749 -13.622 -0.328
C 9.026 12.879 -14.365 -0.702
O 10.475 9.614 -13.059 -0.362
C 11.540 8.771 -12.639 -0.614
H 10.428 13.726 -11.217 0.411
H 11.723 13.664 -12.369 0.335
H 12.149 13.280 -10.840 -0.232
H 8.329 12.642 -15.168 0.259
H 9.969 13.265 -14.754 0.355
H 8.549 13.714 -13.852 0.259
H 11.170 8.196 -11.790 0.275
H 12.402 9.315 -12.253 0.283
H 11.872 8.045 -13.381 0.258
C 12.406 9.319 -1.913 -0.734
O 12.570 9.752 -3.171 -0.274
P 14.018 9.481 -3.942 0.880
O 14.426 8.062 -3.983 -0.659
O 13.822 10.148 -5.429 -0.221
C 12.762 10.982 -5.771 -0.268
O 15.088 10.473 -3.191 -0.347
C 14.723 11.885 -2.918 -0.552
H 12.306 10.203 -1.282 0.267
H 13.289 8.797 -1.545 0.356
H 11.534 8.665 -1.900 0.228
H 13.056 11.953 -6.169 -0.100
H 12.156 11.233 -4.901 0.349
H 12.126 10.556 -6.547 0.326
H 15.136 12.187 -1.956 0.262
H 13.636 11.967 -2.918 0.282
H 15.131 12.641 -3.589 0.235



# 2
43
Properties=species:S:1:pos:R:3:mulliken_charge:R:1 method="wB97M-V/def2-TZVPD" e_tot_ev=-46801.9084 fmax_ev_per_a=17.27 molar_mass_g_mol=345.90
S -2.181 -2.807 0.947 -0.354
C -1.569 -1.640 -0.185 0.108
N -0.391 -1.633 -0.877 0.211
C 0.370 -2.901 -0.728 -1.062
C 1.583 -2.679 -0.035 -0.472
N 1.867 -1.202 -0.074 0.341
C 1.492 -0.834 -1.303 -0.594
C 0.031 -0.582 -1.669 -0.874
H -0.302 0.352 -1.150 0.543
H -0.229 -0.623 -2.608 0.382
H 1.912 -1.201 -2.216 0.163
H 1.907 0.375 -1.763 0.262
C 3.310 -0.996 0.141 -0.964
C 3.533 0.761 0.351 0.470
C 4.639 1.239 -0.355 -1.016
C 4.769 2.592 -0.029 -0.315
C 3.925 3.264 0.504 -0.091
C 2.712 2.800 1.072 -0.534
C 2.668 1.592 0.862 0.207
H 1.649 1.075 1.459 0.019
H 1.959 3.471 1.376 0.456
H 3.918 4.590 0.660 0.062
H 5.725 3.180 -0.522 0.161
H 5.330 0.683 -0.532 0.648
H 4.019 -1.112 -0.670 0.507
H 3.530 -1.214 1.242 0.311
H 2.383 -3.381 -0.149 0.264
H 1.385 -2.446 1.154 0.366
H -0.324 -3.699 -0.094 0.297
H 0.633 -3.250 -1.630 0.464
N -2.472 -0.422 -0.544 -0.159
C -3.671 -0.089 -0.003 0.641
C -4.491 0.726 -0.634 -1.491
C -5.687 1.084 -0.105 0.639
C -5.989 0.944 1.260 -0.263
C -5.024 0.481 2.061 -0.813
C -3.886 -0.244 1.304 -0.008
H -3.232 -0.790 2.358 0.070
H -5.290 0.167 3.088 0.317
H -6.970 1.551 1.781 0.169
Cl -6.665 2.061 -0.907 -0.239
H -4.457 0.927 -1.463 0.960
H -2.417 -0.173 -1.377 0.209